Below is C9H10IrN8OS2 as an isolated structure, with properties calculated with wB97M-V/def2-TZVPD.

```
31
Properties=species:S:1:pos:R:3:lowdin_charge:R:1
Ir 0.851 -0.045 0.072 0.8910
N 2.953 0.032 0.285 -0.0788
N 3.440 1.350 0.433 -0.0301
C 2.653 2.416 0.180 -0.7859
N 3.220 3.616 0.250 0.1351
S 1.017 2.256 -0.210 0.6990
H 3.184 -0.497 1.125 0.1325
H 3.431 -0.409 -0.500 0.1338
H 4.413 1.456 0.681 0.1695
H 4.207 3.751 0.393 0.1296
H 2.649 4.434 0.119 0.1207
C -4.900 0.023 2.147 -0.0110
C -3.586 -0.038 1.444 -0.2837
C -3.492 -0.294 0.072 0.0132
C -2.243 -0.315 -0.504 -0.0650
N -1.167 -0.091 0.251 -0.1762
C -1.340 0.142 1.574 -0.7775
S 0.238 0.369 2.279 0.6498
N -2.494 0.180 2.189 0.1445
H -5.699 -0.409 1.550 0.0853
H -5.145 1.067 2.355 0.0999
H -4.829 -0.489 3.105 0.0941
H -4.374 -0.476 -0.523 0.1222
H -2.081 -0.505 -1.557 0.1300
O 1.034 -2.082 -0.232 -0.2438
N 1.031 -1.586 -1.448 -0.1599
C 1.264 -2.335 -2.470 -0.2715
C 1.299 -1.708 -3.759 -0.1511
N 1.322 -1.197 -4.786 0.2007
C 1.475 -3.746 -2.328 -0.1373
N 1.669 -4.868 -2.188 0.2209
```

The total energy comes out at -1762.69146 a.u. As for the charge: +1. The largest force on an atom is 0.62 eV Å⁻¹. As for the energy above the lowest of the compared OMol25 structures with the same formula, charge and spin: 0.000 eV. The HOMO-LUMO gap is 7.92 eV. As for the LUMO energy: -3.787 eV.

Below is C9H9CrF2N3S2 as an isolated structure, with properties calculated with wB97M-V/def2-TZVPD.

```
26
Properties=species:S:1:pos:R:3:lowdin_spin:R:1
Cr 0.189 0.130 0.256 3.6018
C -4.681 2.399 -0.208 -0.0013
S -4.506 0.786 0.616 -0.0033
C -2.819 0.416 0.393 -0.0011
S -1.635 1.661 0.175 -0.0055
N -2.528 -0.846 0.457 -0.0025
N -1.233 -1.146 0.313 -0.0034
C -0.896 -2.426 0.278 0.1543
C 0.419 -2.686 -0.163 0.0356
C 0.907 -3.963 -0.493 0.0275
C 2.118 -4.082 -1.133 0.0243
C 2.836 -2.916 -1.414 0.0327
C 2.334 -1.698 -1.006 0.0297
N 1.158 -1.553 -0.392 0.0505
H -5.606 2.830 0.158 0.0000
H -4.738 2.234 -1.280 -0.0003
H -3.835 3.028 0.049 -0.0003
H -1.626 -3.202 0.473 0.0069
H 0.309 -4.826 -0.252 0.0005
H 2.493 -5.048 -1.440 0.0006
H 3.773 -2.961 -1.944 0.0014
H 2.888 -0.788 -1.180 0.0016
F 2.885 0.847 0.354 0.0074
C 1.664 1.481 0.317 -0.0065
F 1.244 1.382 1.688 0.0509
H 1.871 2.551 0.161 -0.0014
```

The total energy comes out at -2553.15478 a.u. The expectation value of S² is 6.07. As for the charge: 0. As for the spin multiplicity: 5. The largest force on an atom is 2.21 eV Å⁻¹. As for the energy above the lowest of the compared OMol25 structures with the same formula, charge and spin: 0.257 eV. The HOMO-LUMO gap (alpha / beta) is 6.56 / 6.81 eV. As for the LUMO energy (alpha / beta): -1.063 / -1.396 eV.

Below is a 8-piece molecular cluster, C39H84Br2ClIN7O13P overall, with properties calculated with wB97M-V/def2-TZVPD.

```
148
Properties=species:S:1:pos:R:3:lowdin_charge:R:1
C 4.741 -0.601 5.081 -0.1044
C 4.997 0.971 4.616 -0.2940
O 5.338 0.929 3.183 -0.2769
P 4.550 2.215 2.293 0.7905
O 5.501 2.499 1.022 -0.4100
C 2.859 1.649 1.508 -0.2079
C 2.002 2.943 0.999 -0.1346
C 0.490 3.077 1.713 -0.3950
C -0.239 4.282 0.865 -0.0971
C -0.636 3.838 -0.698 -0.2205
O -1.768 4.632 -1.218 -0.1549
O -0.094 1.759 1.620 -0.1778
C -1.524 1.648 1.787 -0.2023
C -2.083 1.653 3.343 -0.1755
C -1.990 0.153 4.070 -0.6734
C -2.261 0.224 5.707 -0.1467
Cl -0.487 -0.818 3.591 0.5027
C 0.785 3.658 3.217 -0.5380
Br 1.192 2.206 4.586 0.7161
O -0.202 4.647 3.705 -0.2798
C 0.412 5.957 3.966 -0.6620
Br 1.675 5.949 5.542 0.6896
C -0.865 7.018 4.168 -0.7060
I -1.707 7.746 2.283 0.8023
C -0.539 8.242 5.208 -0.3494
C 0.660 9.247 4.667 -0.1659
O 4.384 3.710 3.169 -0.3333
C 5.445 4.645 2.727 -0.2869
C 5.507 5.999 3.667 -0.1148
H 3.707 -1.004 4.654 0.0848
H 5.624 -1.227 4.615 0.0775
H 4.786 -0.740 6.243 0.0817
H 5.921 1.349 5.256 0.1282
H 4.098 1.676 4.875 0.0644
H 3.184 1.023 0.545 0.1209
H 2.293 0.898 2.200 0.0718
H 1.913 2.838 -0.187 0.1345
H 2.647 3.935 1.155 0.1272
H 0.527 5.193 0.858 0.1315
H -1.279 4.633 1.334 0.1063
H 0.312 4.164 -1.346 0.1265
H -0.783 2.672 -0.797 0.1327
H -1.766 4.627 -2.234 0.1139
H -2.205 2.386 1.190 0.1176
H -1.823 0.564 1.376 0.1327
H -1.666 2.517 4.007 0.0868
H -3.256 1.857 3.248 0.1304
H -2.926 -0.445 3.632 0.0977
H -1.323 0.547 6.328 0.0720
H -3.226 0.883 5.952 0.0940
H -2.568 -0.882 6.034 0.0852
H 1.812 4.263 3.138 0.0937
H 0.946 6.319 2.970 0.1151
H -1.713 6.358 4.688 0.1104
H -1.521 8.919 5.241 0.1028
H -0.381 7.894 6.335 0.1034
H 0.260 10.361 4.779 0.0827
H 0.886 9.098 3.523 0.0609
H 1.596 9.149 5.362 0.0641
H 5.232 5.031 1.621 0.1316
H 6.505 4.116 2.808 0.1365
H 6.293 6.726 3.148 0.0876
H 5.931 5.802 4.756 0.0885
H 4.489 6.590 3.677 0.0630
C 5.516 -5.017 2.595 -0.0063
C 4.799 -3.699 2.697 -0.5157
O 4.817 -3.021 3.722 -0.0094
N 4.111 -3.260 1.602 0.0082
C 3.971 -3.903 0.318 -0.0804
H 6.017 -5.234 3.542 0.0881
H 4.799 -5.817 2.391 0.0870
H 6.271 -4.971 1.806 0.0459
H 3.655 -2.366 1.747 0.1390
H 4.367 -3.228 -0.444 0.0791
H 2.906 -4.067 0.136 0.0820
H 4.499 -4.856 0.270 0.0778
C -4.364 2.207 -1.371 -0.0038
C -4.048 0.737 -1.350 -0.5311
O -3.676 0.161 -0.330 0.0127
N -4.184 0.038 -2.514 0.0066
C -4.604 0.526 -3.806 -0.0769
H -4.210 2.628 -0.374 0.0823
H -3.701 2.722 -2.071 0.0754
H -5.410 2.360 -1.653 0.0883
H -3.953 -0.945 -2.422 0.1440
H -5.495 -0.030 -4.105 0.0735
H -3.800 0.330 -4.520 0.0865
H -4.827 1.594 -3.795 0.0785
C -4.212 -5.366 1.636 -0.0163
C -3.757 -4.206 0.795 -0.5489
O -2.927 -4.332 -0.102 0.0105
N -4.298 -2.979 1.053 0.0114
C -5.278 -2.627 2.052 -0.0712
H -3.695 -6.274 1.315 0.0835
H -3.969 -5.183 2.687 0.0844
H -5.288 -5.517 1.514 0.0845
H -3.944 -2.248 0.446 0.1102
H -6.145 -2.202 1.542 0.0733
H -4.838 -1.870 2.706 0.0681
H -5.591 -3.485 2.649 0.0791
C 7.700 -4.688 -1.913 -0.0086
C 8.218 -4.384 -0.535 -0.5297
O 7.878 -5.034 0.451 -0.0006
N 9.094 -3.346 -0.396 0.0065
C 9.610 -2.470 -1.420 -0.0830
H 7.015 -5.538 -1.866 0.0825
H 7.156 -3.825 -2.307 0.0862
H 8.531 -4.949 -2.575 0.0819
H 9.398 -3.202 0.560 0.1429
H 10.699 -2.560 -1.426 0.0859
H 9.336 -1.445 -1.160 0.0867
H 9.220 -2.711 -2.410 0.0319
C -7.128 -1.884 -1.921 -0.0167
C -8.356 -2.596 -1.426 -0.5423
O -8.504 -2.904 -0.246 0.0201
N -9.328 -2.901 -2.335 -0.0011
C -9.344 -2.626 -3.752 -0.0794
H -6.446 -1.709 -1.085 0.0703
H -6.614 -2.499 -2.665 0.0913
H -7.405 -0.917 -2.350 0.0831
H -10.124 -3.379 -1.928 0.1421
H -10.219 -2.009 -3.968 0.0813
H -9.435 -3.578 -4.280 0.0814
H -8.443 -2.110 -4.086 0.0771
C -11.820 -2.168 -7.635 -0.0150
C -11.161 -3.458 -7.233 -0.5566
O -9.968 -3.676 -7.435 0.0153
N -11.931 -4.407 -6.623 -0.0034
C -13.336 -4.343 -6.300 -0.0833
H -11.083 -1.513 -8.106 0.0864
H -12.619 -2.366 -8.354 0.0865
H -12.218 -1.661 -6.751 0.0829
H -11.418 -5.247 -6.382 0.1426
H -13.441 -4.470 -5.220 0.0824
H -13.839 -5.169 -6.810 0.0843
H -13.791 -3.399 -6.601 0.0764
C 10.978 -1.926 -6.021 -0.0072
C 9.750 -2.638 -5.526 -0.5180
O 9.603 -2.947 -4.346 0.0072
N 8.778 -2.943 -6.435 0.0031
C 8.763 -2.669 -7.852 -0.0806
H 11.661 -1.751 -5.186 0.0879
H 11.492 -2.541 -6.765 0.0874
H 10.702 -0.959 -6.451 0.0879
H 7.983 -3.422 -6.028 0.1447
H 7.888 -2.052 -8.068 0.0847
H 8.672 -3.621 -8.380 0.0848
H 9.664 -2.153 -8.186 0.0769
```

The total energy comes out at -9144.89223 a.u. Its SMILES is CCOP(=O)(CC[C@@](CCO)(OCC[C@H](C)Cl)[C@H](Br)O[C@H](Br)[C@H](I)CC)OCC.CNC(C)=O.CNC(C)=O.CNC(C)=O.CNC(C)=O.CNC(C)=O.CNC(C)=O.CNC(C)=O. As for the charge: 0. The largest force on an atom is 6.16 eV Å⁻¹. The HOMO-LUMO gap is 8.77 eV. As for the LUMO energy: 0.086 eV.

Below is C30H41Ge2HfN5S6Sb as an isolated structure, with properties calculated with wB97M-V/def2-TZVPD.

```
86
Properties=species:S:1:pos:R:3:lowdin_charge:R:1
Hf 0.328 0.240 1.921 0.7241
S 5.136 -2.715 2.107 -0.2831
Sb 3.442 -3.281 3.381 0.3607
S 1.138 -1.979 3.014 -0.1377
S 1.387 -1.706 5.170 -0.1093
S 3.516 -1.424 5.124 -0.1644
S -1.623 0.796 3.492 0.5852
C -2.419 -0.634 3.020 -0.7632
C -3.615 -1.227 3.521 -0.0963
C -4.024 -2.399 3.040 -0.0870
C -3.315 -2.979 1.949 -0.0713
C -2.096 -2.418 1.594 -0.1810
N -1.661 -1.250 2.075 -0.1571
H -4.133 -0.660 4.315 0.1159
H -4.946 -2.846 3.349 0.0996
H -3.654 -3.856 1.409 0.0995
H -1.447 -2.983 0.879 0.0847
C -0.020 3.379 -1.960 -0.1892
C -1.304 2.774 -1.282 -0.3787
Ge -1.433 1.045 -0.176 0.7897
C -3.428 1.048 0.205 -0.3435
C -4.164 -0.277 -0.110 -0.1593
C -1.550 -0.255 -1.625 -0.2818
C -0.879 -1.433 -1.619 -0.3950
Ge 0.738 -1.444 -0.415 0.8591
C 2.059 -0.998 -1.857 -0.3580
C 1.619 -0.138 -3.041 -0.1770
C 1.025 -3.501 -0.066 -0.3736
C 1.770 -4.167 -1.202 -0.2185
C -1.375 -2.550 -2.431 -0.2558
C -2.379 -3.313 -1.851 -0.0421
C -3.051 -4.290 -2.586 -0.0898
C -2.802 -4.530 -3.925 -0.1279
C -1.755 -3.829 -4.489 -0.0994
C -1.023 -2.857 -3.755 -0.0239
H -0.268 4.084 -2.812 0.0820
H 0.718 2.662 -2.413 0.0310
H 0.529 3.897 -1.221 0.0164
H -2.003 2.475 -2.057 0.0321
H -1.754 3.656 -0.771 0.0402
H -3.780 1.878 -0.374 0.0275
H -3.644 1.265 1.268 0.0367
H -3.828 -0.959 0.609 0.0033
H -3.967 -0.694 -1.053 0.0213
H -5.264 -0.188 -0.083 0.0769
H -2.442 -0.243 -2.272 0.0671
H 2.334 -1.990 -2.261 0.0386
H 2.967 -0.562 -1.459 0.0238
H 1.081 0.845 -2.722 0.0703
H 0.914 -0.686 -3.640 0.0277
H 2.412 0.095 -3.740 0.0457
H 0.012 -3.995 0.002 0.0511
H 1.585 -3.656 0.849 -0.0294
H 1.251 -4.103 -2.169 0.0573
H 1.997 -5.230 -1.123 0.0598
H 2.700 -3.627 -1.395 0.0467
H -2.669 -3.033 -0.852 0.0806
H -3.850 -4.870 -2.129 0.0955
H -3.313 -5.254 -4.572 0.0991
H -1.436 -4.053 -5.543 0.1079
H -0.232 -2.332 -4.210 0.0741
C 1.884 6.521 3.329 -0.0353
C 1.278 5.221 2.960 -0.3284
C 0.181 5.145 2.083 -0.0378
C -0.148 3.932 1.601 -0.1111
N 0.347 2.738 2.128 -0.1004
C 1.289 2.930 3.109 -0.7819
S 1.709 1.394 3.849 0.5158
N 1.814 4.110 3.451 0.1131
H 1.642 7.273 2.573 0.0779
H 2.919 6.394 3.472 0.0628
H 1.507 6.937 4.269 0.0889
H -0.245 6.016 1.559 0.1163
H -0.862 3.841 0.788 0.0653
C 3.861 2.318 -1.980 -0.0159
N 3.503 1.758 -0.697 -0.1155
C 4.368 0.993 0.093 -0.0366
C 3.612 0.577 1.129 -0.1457
N 2.327 1.008 0.963 -0.1311
C 2.278 1.716 -0.130 -0.1850
H 3.797 1.507 -2.805 0.1067
H 4.889 2.610 -1.919 0.0768
H 3.188 3.125 -2.249 0.0865
H 5.424 0.953 -0.083 0.1205
H 3.900 0.062 2.049 0.0722
H 1.425 2.199 -0.571 0.0844
```

The total energy comes out at -8272.93904 a.u. As for the charge: -1. The largest force on an atom is 3.38 eV Å⁻¹. As for the energy above the lowest of the compared OMol25 structures with the same formula, charge and spin: 2.320 eV. The HOMO-LUMO gap is 6.55 eV. As for the LUMO energy: 2.032 eV.